1.
Here is a 3-piece molecular cluster, C29H61BN3O11P2 overall from the Open Molecules 2025 dataset. Energies are from ωB97M-V/def2-TZVPD.

Net charge: +1
Orbital gap (eV): 6.516
2S+1: 1
E (a.u.): -2840.14376
ΔE to the lowest compared entry with this formula, charge and spin (kcal per mole): 225.4
E_LUMO (hartree): -0.159
Max |F| (eV Å⁻¹): 9.70
HOMO (Eh): -0.3985

Last column: Mulliken charge in e.
CARTESIAN COORDINATES (ANGSTROEM)
1 C 5.11 -4.57 -1.50  -0.94
2 C 4.12 -3.72 -2.49  0.00
3 C 4.98 -2.43 -3.10  -0.52
4 C 4.12 -1.66 -4.27  -0.99
5 C 2.57 -1.25 -3.80  -0.55
6 C 2.67 0.03 -2.74  0.50
7 C 1.79 1.31 -3.27  -0.74
8 C 0.66 1.87 -2.23  -0.85
9 C -0.11 0.74 -1.33  0.78
10 C 0.43 0.27 0.19  -0.06
11 C 1.82 0.98 0.79  -0.44
12 B 2.92 -0.12 1.33  0.63
13 O 4.04 0.19 2.27  -0.73
14 O 2.81 -1.52 0.80  -0.59
15 N -0.24 -0.74 1.06  -0.72
16 N -1.40 -1.30 0.61  0.14
17 C -2.15 -1.12 -0.69  0.13
18 C -3.56 -1.95 -0.95  -0.57
19 C -3.36 -3.54 -0.58  -0.41
20 C -3.58 -4.43 -1.94  -0.43
21 C -3.83 -5.98 -1.47  -0.55
22 N -3.01 -6.86 -2.39  -0.38
23 C -1.52 -6.78 -1.97  0.53
24 C -0.96 -7.26 -0.50  -0.83
25 O -0.66 -6.24 -2.86  -0.57
26 C -1.52 -0.03 -1.80  0.27
27 C -2.25 0.30 -3.23  0.15
28 C -1.24 0.10 -4.55  -0.88
29 C -2.88 1.85 -3.31  -0.83
30 C -2.96 2.58 -1.85  -0.55
31 H 6.06 -3.88 -1.29  0.28
32 H 4.58 -4.75 -0.48  0.24
33 H 5.38 -5.57 -2.06  0.28
34 H 3.21 -3.23 -1.90  -0.05
35 H 3.66 -4.35 -3.38  0.30
36 H 5.23 -1.62 -2.28  0.18
37 H 5.94 -2.89 -3.58  0.36
38 H 4.73 -0.70 -4.62  0.29
39 H 4.13 -2.39 -5.21  0.35
40 H 2.02 -0.96 -4.81  0.34
41 H 1.98 -2.15 -3.34  0.30
42 H 3.82 0.35 -2.77  0.39
43 H 2.46 -0.30 -1.63  -0.61
44 H 1.37 1.07 -4.36  0.29
45 H 2.56 2.20 -3.44  0.34
46 H 1.15 2.74 -1.59  0.55
47 H -0.18 2.40 -2.89  0.10
48 H 2.25 1.78 0.06  0.15
49 H 1.45 1.57 1.76  0.39
50 H 4.65 0.90 1.89  0.33
51 H 3.68 -2.01 0.93  0.27
52 H -1.86 -1.99 1.28  0.34
53 H -4.06 -1.74 -1.99  0.29
54 H -4.32 -1.52 -0.13  0.34
55 H -2.36 -3.76 0.00  0.16
56 H -4.23 -3.87 0.17  0.32
57 H -4.48 -3.95 -2.53  0.29
58 H -2.62 -4.29 -2.60  0.25
59 H -3.52 -6.07 -0.32  0.26
60 H -4.99 -6.23 -1.49  0.30
61 H -3.04 -6.39 -3.33  0.36
62 H -1.85 -7.87 0.00  0.31
63 H -0.63 -6.35 0.19  0.19
64 H -0.06 -8.01 -0.68  0.32
65 H -3.18 -0.41 -3.47  0.29
66 H -1.90 -0.20 -5.47  0.41
67 H -0.77 1.16 -4.79  0.19
68 H -0.37 -0.66 -4.31  0.04
69 H -2.28 2.54 -4.05  0.30
70 H -3.99 1.79 -3.73  0.34
71 H -1.89 2.98 -1.60  0.07
72 H -3.42 1.88 -1.03  0.17
73 H -3.72 3.49 -1.98  0.33
74 C 4.94 -0.54 9.18  -0.62
75 O 4.69 0.29 8.08  -0.36
76 P 3.43 0.17 6.90  1.08
77 O 3.13 1.67 7.07  -0.58
78 O 2.49 -0.71 7.94  -0.36
79 C 1.99 -0.15 9.13  -0.77
80 O 2.16 0.05 5.73  -0.39
81 C 2.66 -0.23 4.44  -0.81
82 H 6.03 -0.53 9.36  0.26
83 H 4.49 -0.11 10.06  0.27
84 H 4.61 -1.58 9.01  0.33
85 H 2.36 0.86 9.32  0.40
86 H 2.33 -0.79 9.97  0.26
87 H 0.91 -0.16 9.13  0.24
88 H 3.17 -1.18 4.43  0.41
89 H 3.32 0.57 4.11  0.53
90 H 1.80 -0.28 3.74  0.14
91 C -2.18 8.75 1.17  -0.65
92 O -2.37 7.47 0.61  -0.31
93 P -3.86 6.65 0.29  1.04
94 O -3.37 6.30 -1.12  -0.60
95 O -4.69 8.08 0.26  -0.35
96 C -4.45 9.04 -0.74  -0.75
97 O -5.35 5.83 -0.03  -0.24
98 C -5.50 4.67 0.76  -0.74
99 H -1.22 8.74 1.71  0.24
100 H -2.06 9.47 0.36  0.27
101 H -2.99 9.03 1.86  0.33
102 H -3.62 8.78 -1.40  0.38
103 H -4.19 9.99 -0.23  0.27
104 H -5.35 9.23 -1.32  0.25
105 H -5.51 4.94 1.81  0.35
106 H -4.69 3.97 0.55  0.28
107 H -6.46 4.19 0.50  0.24

2.
Here is a 12-piece molecular cluster, C29H61Cl2N3O30 overall from the Open Molecules 2025 dataset. Energies are from ωB97M-V/def2-TZVPD.

Net charge: 0
Orbital gap (eV): 10.489
2S+1: 1
E (a.u.): -4483.04799
E_LUMO (hartree): -0.005
Max |F| (eV Å⁻¹): 4.73
HOMO (Eh): -0.3902
SMILES: C[N+](=O)[O-].C[N+](=O)[O-].C[N+](=O)[O-].COC(=O)OC.COC(=O)OC.COC(=O)OC.COC(=O)OC.COC(=O)OC.COC(=O)OC.COC(=O)OC.COC(=O)OC.ClCCCl

Last column: Mulliken charge in e.
CARTESIAN COORDINATES (ANGSTROEM)
1 C -5.88 -1.34 -4.11  -0.73
2 N -7.08 -1.54 -4.88  0.87
3 O -7.72 -0.59 -5.27  -0.51
4 O -7.54 -2.68 -4.99  -0.51
5 H -5.95 -0.37 -3.61  0.35
6 H -5.06 -1.23 -4.82  0.24
7 H -5.61 -2.07 -3.34  0.29
8 C -3.85 7.71 4.24  -0.68
9 N -4.55 6.64 3.52  0.86
10 O -4.05 5.53 3.59  -0.51
11 O -5.53 6.97 2.90  -0.52
12 H -3.55 7.15 5.12  0.30
13 H -4.55 8.50 4.52  0.29
14 H -2.94 8.05 3.73  0.26
15 C 0.63 -6.60 -4.65  -0.66
16 N 1.34 -6.33 -5.93  0.83
17 O 2.15 -5.39 -6.03  -0.52
18 O 1.24 -7.21 -6.78  -0.49
19 H -0.37 -6.99 -4.83  0.27
20 H 0.54 -5.63 -4.16  0.27
21 H 1.27 -7.19 -4.00  0.31
22 C 6.16 3.49 0.32  -0.50
23 O 7.35 3.87 -0.31  -0.30
24 C 8.08 4.84 0.30  0.80
25 O 7.67 5.48 1.26  -0.56
26 O 9.25 4.99 -0.40  -0.30
27 C 10.07 6.01 0.01  -0.66
28 H 5.72 2.59 -0.12  0.21
29 H 5.50 4.36 0.26  0.19
30 H 6.44 3.29 1.35  0.29
31 H 10.57 6.41 -0.87  0.22
32 H 10.82 5.71 0.75  0.27
33 H 9.47 6.77 0.52  0.34
34 C 2.41 1.78 -4.98  -0.61
35 O 2.74 1.62 -6.34  -0.30
36 C 1.85 1.38 -7.26  0.83
37 O 0.61 1.49 -7.18  -0.61
38 O 2.48 1.12 -8.39  -0.32
39 C 1.76 0.97 -9.61  -0.57
40 H 1.79 0.97 -4.57  0.30
41 H 1.94 2.76 -4.84  0.29
42 H 3.39 1.78 -4.51  0.22
43 H 1.08 0.11 -9.57  0.25
44 H 2.58 0.74 -10.29  0.21
45 H 1.22 1.88 -9.86  0.30
46 C 3.28 8.25 0.37  -0.61
47 O 2.49 7.81 -0.75  -0.31
48 C 1.30 7.24 -0.62  0.81
49 O 0.72 6.90 0.41  -0.59
50 O 0.85 7.01 -1.89  -0.30
51 C -0.40 6.33 -2.01  -0.64
52 H 4.17 8.78 0.02  0.23
53 H 3.56 7.38 0.95  0.28
54 H 2.74 8.89 1.07  0.29
55 H -0.36 5.25 -1.88  0.28
56 H -0.79 6.40 -3.03  0.26
57 H -1.16 6.70 -1.32  0.30
58 C 0.73 4.55 9.19  -0.69
59 O 1.39 5.76 9.21  -0.27
60 C 1.91 6.38 8.25  0.83
61 O 1.84 6.17 7.03  -0.61
62 O 2.58 7.40 8.80  -0.31
63 C 3.12 8.38 7.94  -0.68
64 H 1.35 3.73 9.56  0.28
65 H 0.54 4.22 8.17  0.34
66 H -0.24 4.56 9.67  0.26
67 H 3.37 9.24 8.57  0.25
68 H 2.48 8.71 7.12  0.30
69 H 4.10 8.14 7.52  0.29
70 C -0.85 -1.59 -1.12  -0.63
71 O -0.45 -0.93 0.09  -0.30
72 C -0.63 0.39 0.27  0.85
73 O -1.21 1.13 -0.52  -0.59
74 O -0.09 0.71 1.44  -0.32
75 C -0.20 2.04 1.91  -0.62
76 H -0.04 -1.43 -1.84  0.27
77 H -1.74 -1.13 -1.55  0.31
78 H -0.93 -2.65 -0.87  0.21
79 H 0.59 2.65 1.49  0.27
80 H -0.05 2.09 2.98  0.22
81 H -1.21 2.38 1.65  0.33
82 C 1.80 -7.44 1.03  -0.57
83 O 1.77 -8.90 1.00  -0.32
84 C 2.66 -9.63 0.33  0.81
85 O 2.97 -10.82 0.60  -0.59
86 O 3.35 -8.86 -0.56  -0.32
87 C 4.55 -9.38 -1.10  -0.70
88 H 1.10 -7.05 0.30  0.25
89 H 2.83 -7.09 0.96  0.31
90 H 1.39 -7.14 2.00  0.25
91 H 4.29 -9.92 -2.01  0.28
92 H 5.03 -10.11 -0.46  0.34
93 H 5.27 -8.60 -1.36  0.26
94 C -4.05 0.50 6.47  -0.62
95 O -4.59 -0.46 7.37  -0.29
96 C -3.93 -0.79 8.48  0.77
97 O -2.83 -0.38 8.79  -0.56
98 O -4.66 -1.71 9.15  -0.31
99 C -4.28 -2.09 10.53  -0.62
100 H -4.79 0.68 5.69  0.22
101 H -3.13 0.14 6.01  0.29
102 H -3.80 1.43 6.98  0.29
103 H -3.41 -2.74 10.51  0.28
104 H -5.06 -2.67 11.00  0.24
105 H -4.01 -1.23 11.14  0.29
106 C -4.54 -7.28 -6.75  -0.73
107 O -3.75 -6.41 -7.50  -0.33
108 C -3.27 -5.28 -6.93  0.90
109 O -3.47 -4.92 -5.78  -0.60
110 O -2.50 -4.62 -7.75  -0.30
111 C -1.98 -3.43 -7.39  -0.47
112 H -4.37 -7.19 -5.67  0.34
113 H -4.09 -8.26 -6.90  0.28
114 H -5.57 -7.46 -7.07  0.28
115 H -1.68 -2.79 -8.22  0.24
116 H -1.11 -3.57 -6.76  0.23
117 H -2.74 -2.80 -6.93  0.16
118 Cl -3.44 -5.71 1.57  -0.16
119 C -4.29 -7.17 1.78  -0.43
120 C -4.90 -7.73 0.51  -0.43
121 Cl -3.72 -8.23 -0.64  -0.17
122 H -5.06 -7.08 2.55  0.30
123 H -3.52 -7.84 2.17  0.28
124 H -5.58 -7.03 0.01  0.31
125 H -5.56 -8.57 0.70  0.29

3.
Here is C29H61Cl2NO10Si2 as an isolated structure from the Open Molecules 2025 dataset. Energies are from ωB97M-V/def2-TZVPD.

Net charge: 0
Orbital gap (eV): 9.401
2S+1: 1
E (a.u.): -3447.96275
E_LUMO (hartree): 0.007
Max |F| (eV Å⁻¹): 3.85
HOMO (Eh): -0.3386

Last column: Mulliken charge in e.
CARTESIAN COORDINATES (ANGSTROEM)
1 C 3.54 2.88 4.91  -0.96
2 C 3.95 2.90 6.42  -0.37
3 C 5.47 3.35 6.66  -0.66
4 Si 5.73 3.27 8.56  0.06
5 O 6.81 4.45 9.15  -0.30
6 Si 6.09 5.67 10.10  0.44
7 C 4.81 4.97 11.36  0.55
8 C 5.19 4.32 12.59  -0.56
9 C 4.27 3.74 13.57  -0.38
10 C 2.86 3.89 13.16  -0.32
11 C 2.62 4.60 11.92  -0.21
12 N 3.48 5.12 11.04  -0.46
13 C 6.40 1.53 9.07  0.05
14 Cl 8.20 1.57 9.25  -0.20
15 C 5.62 1.11 10.38  0.62
16 C 6.25 -0.08 11.18  -1.23
17 Cl 3.89 0.69 9.99  -0.18
18 H 4.34 2.38 4.31  0.31
19 H 2.58 2.28 4.85  0.13
20 H 3.29 3.91 4.57  0.30
21 H 3.80 1.94 6.97  0.30
22 H 3.33 3.68 6.95  0.28
23 H 6.17 2.66 6.12  0.42
24 H 5.58 4.40 6.29  0.32
25 H 4.38 3.35 9.16  -0.03
26 H 7.16 6.25 10.93  -0.20
27 H 5.46 6.74 9.32  -0.15
28 H 6.29 4.26 12.82  0.28
29 H 4.59 3.25 14.50  0.40
30 H 2.03 3.48 13.79  0.35
31 H 1.53 4.73 11.66  0.32
32 H 6.17 0.80 8.24  0.40
33 H 5.57 2.01 11.04  -0.29
34 H 5.86 0.00 12.23  0.32
35 H 5.89 -1.07 10.81  0.31
36 H 7.36 -0.04 11.27  0.36
37 C -2.99 2.36 -0.45  -0.91
38 O -1.98 1.68 0.27  -0.21
39 C -0.74 2.37 0.22  -0.49
40 C 0.22 1.83 1.27  -0.61
41 O -0.01 2.37 2.57  -0.48
42 C -1.16 1.87 3.26  -0.38
43 C -0.96 0.47 3.80  -0.56
44 O -1.17 -0.50 2.78  -0.20
45 C -0.71 -1.78 3.16  -0.81
46 H -2.70 2.47 -1.50  0.36
47 H -3.90 1.77 -0.39  0.23
48 H -3.18 3.34 0.00  0.36
49 H -0.90 3.45 0.40  0.35
50 H -0.30 2.23 -0.77  0.46
51 H 1.23 2.14 1.01  0.45
52 H 0.21 0.74 1.30  0.23
53 H -2.05 1.94 2.63  0.19
54 H -1.30 2.54 4.10  0.40
55 H -1.69 0.28 4.60  0.44
56 H 0.05 0.37 4.21  0.30
57 H 0.38 -1.76 3.33  0.33
58 H -0.92 -2.47 2.35  0.23
59 H -1.22 -2.13 4.06  0.32
60 C -2.85 -2.08 -7.54  -0.89
61 O -2.11 -1.40 -6.54  -0.26
62 C -1.99 -0.02 -6.82  -0.60
63 C -1.52 0.74 -5.59  -0.45
64 O -2.57 1.03 -4.67  -0.47
65 C -3.04 -0.07 -3.90  -0.52
66 C -2.09 -0.46 -2.78  -0.14
67 O -1.05 -1.29 -3.28  -0.31
68 C 0.01 -1.42 -2.35  -0.69
69 H -2.37 -1.97 -8.52  0.38
70 H -2.88 -3.14 -7.27  0.28
71 H -3.88 -1.71 -7.57  0.36
72 H -2.96 0.38 -7.14  0.34
73 H -1.26 0.11 -7.63  0.45
74 H -1.14 1.71 -5.91  0.40
75 H -0.69 0.22 -5.09  0.21
76 H -3.29 -0.92 -4.53  0.21
77 H -3.97 0.28 -3.44  0.45
78 H -2.63 -1.03 -2.02  0.49
79 H -1.67 0.44 -2.32  -0.05
80 H 0.47 -0.44 -2.16  0.27
81 H 0.76 -2.07 -2.79  0.27
82 H -0.35 -1.86 -1.42  0.27
83 C -6.53 -3.95 -14.30  -0.77
84 O -5.53 -4.63 -13.58  -0.25
85 C -4.29 -3.93 -13.61  -0.58
86 C -3.35 -4.48 -12.55  -0.44
87 O -3.59 -3.94 -11.25  -0.41
88 C -4.74 -4.45 -10.58  -0.47
89 C -4.54 -5.85 -10.03  -0.61
90 O -4.73 -6.81 -11.05  -0.23
91 C -4.26 -8.09 -10.68  -0.77
92 H -6.24 -3.83 -15.35  0.31
93 H -7.44 -4.55 -14.26  0.23
94 H -6.74 -2.98 -13.85  0.32
95 H -4.45 -2.86 -13.44  0.34
96 H -3.85 -4.08 -14.60  0.44
97 H -2.33 -4.16 -12.81  0.37
98 H -3.34 -5.57 -12.53  0.21
99 H -5.63 -4.38 -11.21  0.22
100 H -4.90 -3.77 -9.73  0.40
101 H -5.27 -6.04 -9.24  0.46
102 H -3.52 -5.94 -9.62  0.34
103 H -3.18 -8.06 -10.50  0.32
104 H -4.46 -8.78 -11.49  0.23
105 H -4.78 -8.44 -9.78  0.31

4.
Here is a 4-piece molecular cluster, C29H61N2O8S overall from the Open Molecules 2025 dataset. Energies are from ωB97M-V/def2-TZVPD.

Net charge: +1
Orbital gap (eV): 7.190
2S+1: 1
E (a.u.): -2250.29235
E_LUMO (hartree): -0.163
Max |F| (eV Å⁻¹): 8.42
HOMO (Eh): -0.4271

Last column: Mulliken charge in e.
CARTESIAN COORDINATES (ANGSTROEM)
1 C 10.71 -4.58 1.99  -0.92
2 C 10.21 -3.07 2.43  -0.43
3 C 8.64 -2.75 1.96  -0.45
4 C 8.12 -1.25 2.40  -0.64
5 C 6.95 -0.61 1.43  -0.58
6 C 5.43 -1.13 1.76  -0.57
7 C 4.33 0.11 1.92  -0.50
8 C 3.05 -0.01 0.90  -0.53
9 C 1.75 0.92 1.32  -0.66
10 C 0.69 -0.07 2.09  -0.04
11 C 0.36 0.04 3.73  -0.17
12 N -0.63 -0.94 4.26  0.44
13 C -0.92 -0.74 5.77  -0.39
14 O -0.80 -1.98 6.54  -0.34
15 C -2.11 -2.61 6.80  -0.02
16 C -3.09 -1.79 7.83  -0.81
17 N -1.34 -1.96 3.71  -0.33
18 C -1.19 -2.22 2.26  -0.01
19 C -2.07 -3.49 1.62  -0.26
20 O -2.22 -4.48 2.71  -0.30
21 C -3.54 -5.14 2.67  -0.17
22 C -3.29 -6.76 2.72  -0.94
23 C -0.19 -1.27 1.39  0.39
24 C -0.02 -1.47 -0.25  -0.45
25 C -1.51 -1.29 -0.90  -0.39
26 C -1.57 -0.38 -2.27  -0.57
27 C -2.86 0.62 -2.15  -0.68
28 S -4.53 -0.23 -2.15  1.17
29 O -4.49 -1.78 -2.03  -0.58
30 O -5.33 0.07 -3.48  -0.59
31 O -5.52 0.35 -0.85  -0.49
32 H 11.90 -4.66 1.99  0.29
33 H 10.36 -5.37 2.80  0.24
34 H 10.33 -4.89 0.91  0.27
35 H 10.98 -2.31 1.98  0.30
36 H 10.31 -3.02 3.61  0.24
37 H 8.64 -2.91 0.78  0.27
38 H 7.98 -3.56 2.48  0.21
39 H 7.81 -1.32 3.54  0.28
40 H 9.09 -0.55 2.39  0.32
41 H 7.28 -0.86 0.31  0.26
42 H 7.06 0.57 1.52  0.31
43 H 5.49 -1.82 2.70  0.33
44 H 5.08 -1.79 0.86  0.27
45 H 3.98 0.06 3.06  0.15
46 H 4.92 1.13 1.83  0.37
47 H 3.43 0.23 -0.19  0.29
48 H 2.68 -1.14 0.97  0.29
49 H 2.15 1.71 2.10  0.38
50 H 1.28 1.50 0.42  0.27
51 H 0.90 0.86 4.41  0.30
52 H -1.97 -0.22 5.81  0.33
53 H -0.15 0.02 6.24  0.17
54 H -1.88 -3.68 7.28  0.30
55 H -2.73 -2.80 5.82  0.07
56 H -2.91 -2.10 8.94  0.27
57 H -4.21 -2.10 7.55  0.28
58 H -3.07 -0.60 7.67  0.24
59 H -1.50 -3.89 0.67  0.16
60 H -3.13 -3.02 1.34  0.32
61 H -4.11 -4.79 3.66  0.23
62 H -4.17 -4.91 1.70  0.27
63 H -2.51 -7.08 3.54  0.26
64 H -2.91 -7.09 1.64  0.25
65 H -4.34 -7.28 2.94  0.33
66 H 0.36 -2.55 -0.50  0.38
67 H 0.76 -0.71 -0.72  0.23
68 H -2.24 -0.90 -0.07  0.32
69 H -1.89 -2.38 -1.19  0.16
70 H -1.80 -1.14 -3.16  0.30
71 H -0.56 0.14 -2.56  0.38
72 H -2.85 1.42 -3.03  0.22
73 H -2.75 1.19 -1.10  0.43
74 H -5.72 -0.39 -0.21  0.34
75 C -5.51 5.03 -2.15  -1.12
76 C -4.04 4.68 -2.18  -0.11
77 O -3.82 3.42 -1.56  -0.42
78 H -5.88 5.06 -1.11  0.27
79 H -5.70 6.00 -2.62  0.37
80 H -6.10 4.27 -2.67  0.35
81 H -3.46 5.44 -1.64  0.34
82 H -3.67 4.64 -3.21  0.11
83 H -4.33 2.76 -2.05  0.17
84 C -1.57 3.71 -6.52  -0.91
85 C -0.73 2.64 -5.84  -0.34
86 O -0.69 2.87 -4.44  -0.47
87 H -1.15 4.70 -6.32  0.27
88 H -1.61 3.55 -7.60  0.39
89 H -2.59 3.70 -6.13  0.28
90 H 0.30 2.66 -6.22  0.33
91 H -1.14 1.64 -6.03  0.24
92 H -1.61 2.84 -4.12  0.22
93 C -4.27 7.59 -8.88  -1.18
94 C -3.43 6.53 -8.20  -0.12
95 O -3.39 6.75 -6.80  -0.50
96 H -3.85 8.59 -8.68  0.29
97 H -4.31 7.43 -9.96  0.34
98 H -5.29 7.59 -8.48  0.35
99 H -2.40 6.55 -8.58  0.30
100 H -3.84 5.53 -8.38  0.25
101 H -4.31 6.72 -6.47  0.28